17
Properties=species:S:1:pos:R:3 method="wB97M-V/def2-TZVPD" orbital_gap_ev=9.720 e_lumo_ev=0.88 charge=0 energy_ev=-8427.248 multiplicity=1 relative_energy_kj_mol=385.22
O -0.54 2.39 0.36
C -0.06 -0.64 1.21
C -1.01 -0.99 0.23
C 0.76 0.31 0.56
C 1.91 -0.25 -0.02
C -1.36 0.24 -0.61
C -0.15 1.19 -0.31
H -2.29 0.70 -0.27
H 1.04 -1.18 -0.83
H 0.06 -1.55 -0.69
H -1.75 -1.78 0.35
H 0.34 1.52 -1.23
H 2.47 -1.02 0.53
H 0.33 -1.39 1.90
H -1.48 0.01 -1.68
H 2.50 0.30 -0.76
H -0.78 2.12 1.26

---

44
Properties=species:S:1:pos:R:3 method="wB97M-V/def2-TZVPD" orbital_gap_ev=9.822 e_lumo_ev=0.69 charge=0 energy_ev=-36789.084 multiplicity=1 smiles="COC(=O)C[C@H]1[C@@H]2[C@@H](C(=O)OC)[C@H](C(=O)OC)ON2O[C@@H]1C(=O)OC"
O -1.76 2.39 1.04
O -2.22 0.03 -0.99
O -1.76 1.58 3.13
O 0.55 0.29 2.72
O -0.71 -1.44 1.83
O 2.05 -2.64 -0.80
O 1.62 0.96 -2.15
O -3.16 -0.29 1.01
O 0.00 -3.49 -1.11
O 3.70 1.48 -1.52
N 0.59 -0.84 1.94
C -3.25 0.96 -1.33
C 4.19 1.05 -2.78
C 0.59 -4.72 -1.55
C 0.27 1.45 1.93
C -1.13 -1.49 0.49
C 0.99 -0.42 0.59
C 0.74 1.10 0.51
C 2.38 1.38 -1.33
C -2.28 -0.50 0.22
C 0.85 -2.53 -0.76
C 1.99 1.85 0.06
C -1.21 1.85 1.97
C 0.13 -1.25 -0.35
C -3.14 1.86 3.28
H -3.72 1.14 2.70
H -1.55 -2.49 0.32
H 5.26 1.25 -2.78
H 2.83 1.68 0.74
H 0.84 2.26 2.38
H -3.16 1.85 -0.71
H -4.23 0.50 -1.17
H -3.36 1.76 4.34
H 1.79 2.92 0.01
H 4.01 -0.02 -2.90
H -3.10 1.20 -2.38
H -0.09 -0.71 -1.28
H 1.19 -5.15 -0.74
H 1.23 -4.54 -2.41
H -0.24 -5.37 -1.81
H -0.06 1.33 -0.20
H 3.69 1.59 -3.59
H 2.05 -0.66 0.47
H -3.36 2.87 2.93